{"formula": "C5H8O2S", "method": "wB97M-V/def2-TZVPD", "elements": ["C", "C", "C", "C", "C", "H", "H", "H", "H", "H", "H", "H", "H", "O", "O", "S"], "positions_angstrom": [[0.747, -1.358, 0.516], [0.978, 1.031, -0.146], [-0.399, 0.915, 0.635], [-1.394, 0.221, -0.294], [-0.261, -0.329, -1.325], [0.026, -0.996, 1.346], [1.253, -2.307, 1.063], [1.388, 2.035, -0.146], [-0.779, 1.933, 1.092], [-0.156, 0.066, 1.622], [-2.057, 0.969, -0.774], [-1.813, -0.626, 0.163], [-0.638, -0.567, -2.355], [0.317, -1.453, -0.769], [0.768, 0.693, -1.405], [2.020, -0.228, 0.777]], "forces_ev_per_angstrom": [[1.44, -3.19, 4.39], [-0.49, 1.18, 4.00], [-0.26, 1.17, 3.82], [3.17, 1.61, -1.91], [-1.25, 0.90, -0.42], [0.25, -2.52, -2.01], [-1.59, 1.24, -2.18], [0.36, -0.04, 0.54], [0.87, -1.94, -1.08], [-1.59, 4.77, -2.20], [0.10, -0.88, 0.27], [-1.11, -0.89, 0.37], [0.66, 0.14, 1.05], [-0.53, -1.80, -0.94], [-2.04, -1.72, -2.78], [2.01, 1.96, -0.94]], "mulliken_charge": [-0.211, -0.013, -0.722, -0.418, -0.112, 0.158, 0.297, 0.459, 0.357, 0.187, 0.318, 0.360, 0.338, -0.395, -0.418, -0.185], "smiles": "C1O[C@H]2CC[C@H](O2)S1", "e_lumo_ev": 0.824, "total_energy_ev": -20241.221, "spin_multiplicity": 1, "orbital_gap_ev": 9.684}


{"formula": "C5H8O2S", "method": "wB97M-V/def2-TZVPD", "elements": ["C", "C", "C", "C", "C", "H", "H", "H", "H", "H", "H", "H", "H", "O", "O", "S"], "positions_angstrom": [[1.838, -0.356, 0.212], [2.134, 1.146, 0.111], [0.634, 1.410, 0.278], [0.349, -0.092, -0.108], [-1.919, -0.647, 0.626], [3.248, -1.469, -0.303], [1.832, -0.829, 1.187], [2.837, 1.629, 0.771], [2.488, 1.327, -0.898], [0.297, 1.701, 1.269], [0.254, 2.150, -0.429], [0.170, -0.377, -1.160], [-2.485, -1.264, 1.321], [2.466, -1.166, -0.736], [-0.597, -0.754, 0.771], [-2.613, 0.233, -0.547]], "forces_ev_per_angstrom": [[-1.13, -0.36, 0.07], [-0.13, -0.39, 0.27], [-0.54, 0.28, -1.59], [0.04, 0.87, 0.43], [0.92, 0.59, -1.40], [0.98, -0.58, 0.05], [0.51, 0.22, 0.56], [0.13, -0.06, 0.49], [-0.18, 0.12, -0.27], [0.06, -0.38, 0.15], [-0.22, -0.09, 0.15], [-0.34, 0.63, 0.42], [0.36, 0.07, 0.20], [-0.37, -0.13, -0.29], [0.25, -0.74, 0.52], [-0.33, -0.05, 0.25]], "mulliken_charge": [-0.089, -0.649, -0.604, -0.102, -0.022, 0.317, 0.353, 0.325, 0.258, 0.307, 0.288, 0.409, 0.337, -0.535, -0.314, -0.281], "smiles": "O[C@H]1CC[C@@H]1OC=S", "e_lumo_ev": 0.557, "total_energy_ev": -20243.240, "spin_multiplicity": 1, "orbital_gap_ev": 9.404}


{"formula": "C5H8O3", "method": "wB97M-V/def2-TZVPD", "elements": ["C", "C", "O", "H", "H", "H", "H", "H", "H", "C", "O", "C", "C", "O", "H", "H"], "positions_angstrom": [[-0.410, 0.576, -0.963], [-1.873, 0.455, -0.722], [0.220, 1.722, -0.716], [-0.232, 2.228, -0.025], [0.055, 0.065, -1.798], [0.013, -1.329, -0.289], [-2.103, 0.560, 0.343], [-2.397, 1.245, -1.270], [-2.243, -0.509, -1.064], [1.916, -0.932, 0.064], [2.814, -0.527, 0.974], [0.438, -0.705, 0.607], [0.137, -0.665, 1.893], [2.272, -1.232, -1.053], [2.289, -0.291, 1.777], [-0.897, -0.660, 2.243]], "forces_ev_per_angstrom": [[0.61, 0.04, 0.68], [-0.05, -0.01, 0.20], [-0.37, -0.29, -0.20], [0.04, -0.09, 0.01], [0.01, -0.03, 0.07], [-1.01, 0.74, 1.33], [0.03, -0.01, -0.13], [0.09, -0.01, -0.02], [0.07, 0.02, 0.04], [0.31, 2.36, 1.09], [-0.12, -0.26, 0.31], [1.46, -2.34, -4.67], [0.06, 0.39, 1.25], [-1.11, -0.29, 0.57], [0.14, -0.31, -0.18], [-0.15, 0.08, -0.34]], "mulliken_charge": [-0.072, -1.064, -0.427, 0.388, 0.581, 0.327, 0.309, 0.396, 0.331, 0.545, -0.468, -0.128, -0.659, -0.610, 0.336, 0.214], "e_lumo_ev": [-1.075, -1.077], "total_energy_ev": -11451.825, "spin_multiplicity": 1, "orbital_gap_ev": [6.825, 6.819]}